# 1
Here is a gas-phase ion, C8H14NO5P (charge -2) from the Open Molecules 2025 dataset. Energies are from ωB97M-V/def2-TZVPD.

Properties
**Charge**: -2
**Strongest force on any atom**: 0.0932 Eh/bohr
**SMILES string**: CCC1(CC)CCC(=O)N1OP(=O)([O-])[O-]
**E_HOMO**: -0.5 eV
**Total energy**: -29539.431 eV
**Kohn-Sham gap**: 5.91 eV

Element x y z (Å)
C: 0.67053 1.49624 -1.66216
C: -0.59345 1.35073 -0.83073
C: -0.58663 0.10962 0.15057
C: 0.12387 -1.19500 -0.54269
C: -0.69857 -1.78555 -1.74518
C: -1.89459 -0.15731 0.78849
C: -1.82923 0.57265 2.16470
C: -0.26197 0.74024 2.39060
O: 0.14943 0.97847 3.54147
N: 0.33861 0.40446 1.24319
O: 1.61770 0.58027 1.00414
P: 3.05701 -0.61218 0.35345
O: 4.26823 0.07973 0.89903
O: 2.65449 -1.98151 0.88029
O: 2.86351 -0.48138 -1.13350
H: 1.41155 1.16254 -0.94918
H: 0.66390 2.43890 -2.19123
H: 0.76477 0.81894 -2.53802
H: -1.51648 1.05986 -1.32506
H: -0.90710 2.19393 -0.28585
H: 1.10799 -0.96635 -0.80196
H: 0.19567 -1.82088 0.28780
H: -1.62509 -2.30993 -1.31681
H: 0.01124 -2.43069 -2.27323
H: -1.04193 -1.00878 -2.49650
H: -2.06850 -1.17829 0.96489
H: -2.56388 0.38194 0.15190
H: -2.22849 -0.03566 3.05175
H: -2.08259 1.59498 2.21984

These are the natural (NBO) partial charges, in e, on atoms 1 to 5: -0.66, -0.41, 0.16, -0.43, -0.63

***

# 2
Here is 2 unconnected molecules or ions with the total composition C8H14NOS from the Open Molecules 2025 dataset. Energies are from ωB97M-V/def2-TZVPD.

Properties
**Charge**: +1
**Strongest force on any atom**: 0.0609 Eh/bohr
**E_HOMO**: -13.5 eV
**Total energy**: -22884.671 eV
**Kohn-Sham gap**: 9.36 eV

Element x y z (Å)
C: 1.56433 1.29239 0.83179
C: -2.60936 2.55258 -0.29846
C: -3.27156 1.97088 -1.13355
C: 1.57458 0.09047 1.67822
C: 1.38265 0.84557 -0.66216
C: 1.23218 -1.18255 0.91767
C: 0.06966 0.12597 -0.80422
C: -0.21311 -2.25846 -0.79677
N: -0.06951 -1.04547 0.06990
O: 1.50621 2.38489 1.30170
S: -1.39901 -0.87975 1.35104
H: -2.01579 2.97879 0.58743
H: -2.26979 -0.20663 0.37343
H: -4.18597 1.59328 -1.62019
H: 2.61979 -0.07711 1.99418
H: 1.00995 0.40485 2.51537
H: 1.35913 1.61310 -1.48416
H: 2.28587 0.17398 -0.88017
H: 1.93877 -1.28462 0.14777
H: 1.12453 -2.06011 1.57195
H: -0.78789 0.76089 -0.69135
H: -0.14201 -0.27554 -1.87860
H: -1.01129 -2.19281 -1.48157
H: 0.63881 -2.23487 -1.51457
H: -0.33116 -3.08970 -0.09467

These are the natural (NBO) partial charges, in e, on atoms 1 to 5: 0.60, -0.25, -0.28, -0.57, -0.55

***

# 3
Here is C8H14NP in the gas phase from the Open Molecules 2025 dataset. Energies are from ωB97M-V/def2-TZVPD.

Properties
**Charge**: 0
**Strongest force on any atom**: 0.0884 Eh/bohr
**E_HOMO (alpha / beta)**: -6.4 / -6.4 eV
**Total energy**: -19296.619 eV
**Kohn-Sham gap (alpha / beta)**: 5.60 / 5.60 eV

Element x y z (Å)
C: -2.37325 0.81876 -0.80975
C: -1.84842 0.92101 0.48535
C: -1.62353 0.17171 -1.78092
C: -0.40457 -0.59463 -1.55240
C: -2.50236 0.92508 1.63407
C: 1.50532 0.40119 2.02113
C: 1.86947 0.90962 -0.29275
C: 1.54198 -2.25532 -0.49681
N: 1.48837 0.00896 0.77353
P: 0.14157 -1.22936 0.03203
H: -3.32334 1.24909 -1.09415
H: -0.82105 1.23569 0.51086
H: -2.05728 0.10755 -2.79131
H: 0.09216 -1.08066 -2.36102
H: -1.90668 0.93140 2.47501
H: -3.47397 0.57628 1.58864
H: 1.07943 -0.24501 2.80014
H: 1.46039 1.51975 2.13741
H: 2.53887 0.38863 -0.95859
H: 0.91720 1.26787 -0.84389
H: 2.53483 1.76475 0.12646
H: 1.07970 -3.35565 -0.55196
H: 1.92444 -2.13547 -1.48477
H: 2.16074 -2.30122 0.43370

These are the natural (NBO) partial charges, in e, on atoms 1 to 5: -0.33, -0.19, -0.16, -0.80, -0.44

***

# 4
Here is a molecular structure, C8H14NS from the Open Molecules 2025 dataset. Energies are from ωB97M-V/def2-TZVPD.

Properties
**Charge**: +1
**Strongest force on any atom**: 0.1088 Eh/bohr
**E_HOMO**: -11.5 eV
**Total energy**: -20838.999 eV
**Kohn-Sham gap**: 8.01 eV

Element x y z (Å)
C: 0.02676 0.86712 -3.16348
C: -0.72356 0.24748 -2.11967
C: 0.59795 2.03679 -2.83874
C: -0.62670 1.05257 -0.93661
C: -0.74343 -1.82683 1.25058
C: 1.46946 -0.68175 0.33981
C: -1.13473 0.76413 0.30655
C: 0.06759 -0.60947 1.14216
N: 0.22720 0.06263 2.54705
S: 0.36323 2.44325 -1.15634
H: 0.26843 0.26546 -4.00379
H: -1.07947 -0.77465 -2.11465
H: 1.04512 2.76040 -3.59716
H: -0.02566 -2.57282 1.78957
H: -1.67150 -1.70351 1.85138
H: -0.93852 -2.14286 0.20885
H: 1.45065 -1.62303 -0.16061
H: 1.41861 0.15572 -0.45441
H: 2.35350 -0.70062 1.03303
H: -1.03875 1.54632 0.97970
H: -1.94809 0.10256 0.51060
H: 0.56758 1.03040 2.52490
H: 0.79447 -0.76934 2.99464
H: -0.72015 0.07004 3.06666

These are the natural (NBO) partial charges, in e, on atoms 1 to 5: -0.25, -0.21, -0.38, -0.29, -0.70

***

# 5
Here is 2 unconnected molecules or ions with the total composition C8H14NS2 from the Open Molecules 2025 dataset. Energies are from ωB97M-V/def2-TZVPD.

Properties
**Charge**: +1
**Strongest force on any atom**: 0.0796 Eh/bohr
**E_HOMO (alpha / beta)**: -12.0 / -11.9 eV
**Total energy**: -31669.630 eV
**Kohn-Sham gap (alpha / beta)**: 5.14 / 5.10 eV

Element x y z (Å)
C: 2.51477 -0.99806 -0.12772
C: 0.20370 -2.06068 0.24214
C: 2.00958 0.18099 0.17278
C: -0.19090 -0.80528 0.39521
C: 2.60927 1.31905 0.75018
C: -0.03997 1.53189 0.53222
C: 0.25055 0.47266 -1.58545
C: -4.32148 -1.16933 0.19909
N: 0.47752 0.30609 -0.11201
S: 1.69122 -2.41651 -0.60340
S: -3.26753 0.05262 -0.46035
H: 3.57601 -1.08731 -0.05733
H: -0.23115 -3.04674 0.52411
H: 3.61342 1.01612 0.86626
H: 2.40195 1.76632 1.72109
H: 2.73040 2.16970 0.14111
H: -1.22084 1.64863 0.55266
H: 0.20875 1.48528 1.62734
H: 0.40114 2.42602 -0.05162
H: 1.15255 0.45142 -2.12296
H: -0.45892 -0.37967 -1.90492
H: -0.36905 1.43948 -1.70535
H: -5.06058 -1.55288 -0.61498
H: -4.94311 -0.78416 1.06473
H: -3.73728 -1.96563 0.55717

These are the natural (NBO) partial charges, in e, on atoms 1 to 5: -0.38, -0.49, 0.16, 0.16, -0.71

***

# 6
Here is C8H14O in the gas phase from the Open Molecules 2025 dataset. Energies are from ωB97M-V/def2-TZVPD.

Properties
**Charge**: 0
**Strongest force on any atom**: 0.0608 Eh/bohr
**E_HOMO**: -7.9 eV
**Total energy**: -10567.233 eV
**Kohn-Sham gap**: 8.78 eV

Element x y z (Å)
C: -0.96909 0.07618 0.15734
C: 1.14375 0.66482 2.03496
C: -2.15980 -0.77115 -0.14868
C: 0.67237 -1.85686 -0.87439
C: 0.55454 2.00972 -1.08415
C: 0.38435 -0.44161 1.33678
C: 0.52826 -0.48727 -0.26304
C: 0.14289 0.57795 -1.15700
O: 0.22078 -1.53084 1.93126
H: -1.21813 1.06162 0.53100
H: -0.10428 0.28216 -2.17856
H: 1.06343 0.53564 3.11712
H: 2.19822 0.61575 1.76317
H: 0.77554 1.66392 1.79772
H: -2.53089 -0.62572 -1.16511
H: -1.93579 -1.82466 0.02424
H: -2.96608 -0.49137 0.53720
H: 1.63834 -1.89167 -1.38712
H: 0.65832 -2.62860 -0.10249
H: -0.11012 -2.09068 -1.60366
H: -0.18164 2.64445 -1.58622
H: 0.68681 2.38043 -0.07016
H: 1.50822 2.12779 -1.61022

These are the natural (NBO) partial charges, in e, on atoms 1 to 5: -0.22, -0.67, -0.64, -0.63, -0.63

***

# 7
Here is C8H14O in the gas phase from the Open Molecules 2025 dataset. Energies are from ωB97M-V/def2-TZVPD.

Properties
**Charge**: 0
**Strongest force on any atom**: 0.1187 Eh/bohr
**E_HOMO**: -7.6 eV
**Total energy**: -10566.565 eV
**Kohn-Sham gap**: 8.50 eV

Element x y z (Å)
C: -1.30638 -1.33776 0.24464
C: -1.71330 -0.13758 0.10852
C: 0.17941 -1.62099 0.35146
C: 0.99067 -0.33659 0.60007
C: 0.28354 0.89350 0.10881
C: -2.98227 0.61139 -0.09553
C: 2.53027 -0.61349 0.12019
C: 0.36400 1.52113 -1.20786
O: 0.26842 1.92457 1.13904
H: -1.96357 -2.19687 0.15700
H: 0.43667 -2.31093 1.17981
H: 0.50294 -2.26304 -0.50540
H: 1.07106 -0.24396 1.79081
H: -3.09404 1.35990 0.77799
H: -3.83820 -0.01704 0.28103
H: -3.24265 1.09827 -0.94846
H: 2.64556 -0.27724 -0.94400
H: 2.79641 -1.65920 0.03642
H: 3.26594 -0.22660 0.75802
H: 0.10878 2.53136 -1.12996
H: -0.28600 1.18991 -1.98556
H: 1.30542 1.39770 -1.73885
H: 0.24738 1.53752 2.05609

These are the natural (NBO) partial charges, in e, on atoms 1 to 5: -0.30, 0.06, -0.41, -0.27, 0.37

***

# 8
Here is C8H14O2Si in the gas phase from the Open Molecules 2025 dataset. Energies are from ωB97M-V/def2-TZVPD.

Properties
**Charge**: 0
**Strongest force on any atom**: 0.0736 Eh/bohr
**SMILES string**: C#C[C@H](OC(C)=O)[Si](C)(C)C
**E_HOMO**: -9.4 eV
**Total energy**: -20493.638 eV
**Kohn-Sham gap**: 10.22 eV

Element x y z (Å)
C: 0.13073 3.33890 -0.28533
C: -0.18215 2.16552 -0.29010
C: -0.44618 0.77554 -0.52863
O: -1.54857 0.38473 0.31188
C: -2.63643 -0.12494 -0.20527
C: -3.85151 -0.00435 0.64092
O: -2.65327 -0.62429 -1.29746
Si: 1.16883 -0.46966 -0.08802
C: 0.75109 -2.25768 -0.18800
C: 2.57106 0.09469 -1.28914
C: 2.05331 -0.26146 1.60055
H: 0.44843 4.34717 -0.13596
H: -0.64568 0.58392 -1.62421
H: -3.53859 0.08201 1.69912
H: -4.25238 0.89447 0.41890
H: -4.63251 -0.77534 0.45826
H: 0.16537 -2.42905 0.72174
H: 0.16447 -2.51476 -0.97110
H: 1.58890 -3.02245 -0.04052
H: 3.36805 -0.63638 -1.35652
H: 2.06815 0.25227 -2.39075
H: 3.01683 0.99939 -0.96484
H: 1.98698 0.69327 2.05836
H: 1.80896 -0.98881 2.38028
H: 3.09609 -0.50272 1.36582

These are the natural (NBO) partial charges, in e, on atoms 1 to 5: -0.21, -0.06, -0.32, -0.51, 0.80

***

# 9
Here is 2 unconnected molecules or ions with the total composition C8H14Se from the Open Molecules 2025 dataset. Energies are from ωB97M-V/def2-TZVPD.

Properties
**Charge**: 0
**2S+1**: 3
**Strongest force on any atom**: 0.1072 Eh/bohr
**E_HOMO (alpha / beta)**: -5.2 / -8.4 eV
**Total energy**: -73861.550 eV
**Kohn-Sham gap (alpha / beta)**: 5.95 / 6.74 eV

Element x y z (Å)
C: -0.22911 -0.30781 -0.56529
C: -1.02617 0.15389 0.22855
C: -0.62718 -0.68815 -2.95018
C: 1.85702 -0.60214 -2.05750
C: -1.43898 -0.67864 3.01654
C: 1.19800 1.91818 1.67214
C: 0.35993 -0.98584 -1.78360
C: -1.51589 0.75959 1.42448
Se: -0.64635 2.36327 1.89791
H: -1.72083 -1.01022 -2.65978
H: -0.14940 -1.21224 -3.75671
H: -0.57412 0.36859 -3.17794
H: 1.82273 0.13990 -2.80705
H: 2.36307 -0.20813 -1.13441
H: 2.44050 -1.55177 -2.17614
H: -1.62659 -1.61828 2.53456
H: -2.32633 -0.45413 3.62355
H: -0.51101 -0.54335 3.51980
H: 1.62938 2.58009 2.37851
H: 1.33011 0.89798 1.90047
H: 1.58955 1.98607 0.70047
H: 0.34717 -2.02223 -1.46115
H: -2.54547 0.71537 1.63276

These are the natural (NBO) partial charges, in e, on atoms 1 to 5: 0.02, -0.12, -0.59, -0.61, -0.55

***

# 10
Here is C8H14Si in the gas phase from the Open Molecules 2025 dataset. Energies are from ωB97M-V/def2-TZVPD.

Properties
**Charge**: 0
**Strongest force on any atom**: 0.0856 Eh/bohr
**SMILES string**: C=C[C@@H]1C(C)=C1[SiH](C)C
**E_HOMO**: -8.0 eV
**Total energy**: -16397.072 eV
**Kohn-Sham gap**: 8.93 eV

Element x y z (Å)
C: -2.49625 -1.81487 -1.16367
C: -1.54060 -1.50716 -0.30654
C: -0.11618 -1.49475 -0.67642
C: 1.03234 -1.41906 0.29283
C: 2.08157 -2.37681 0.70883
C: 0.57951 -0.25858 -0.10772
Si: 0.38110 1.61750 -0.23560
C: -1.28706 2.40802 -0.46411
C: 1.10793 2.17830 1.43987
H: -3.52105 -1.74515 -1.09519
H: -2.17821 -2.26432 -2.19190
H: -1.86387 -0.98780 0.56338
H: 0.15420 -1.87101 -1.58058
H: 2.50530 -2.78938 -0.11776
H: 1.73539 -3.11280 1.48081
H: 2.99818 -1.80280 1.00043
H: 1.30038 1.98822 -1.26592
H: -2.08254 2.30406 0.21506
H: -0.97050 3.47918 -0.39126
H: -1.58544 2.33704 -1.47916
H: 2.20513 2.07306 1.60735
H: 0.94067 3.25598 1.35923
H: 0.61999 1.80312 2.40803

These are the natural (NBO) partial charges, in e, on atoms 1 to 5: -0.42, -0.18, -0.31, 0.09, -0.65

***

- Which of these has the lowest charge?
  C8H14NO5P

***

- Which value of total energy does entry 9 give?
  -73861.550 eV